{
  "formula": "C21H10Cl8GeNV",
  "method": "ωB97M-V/def2-TZVPD",
  "spin_multiplicity": 4,
  "homo_energy_ev": [-11.50, -11.67],
  "s2": 3.778,
  "e_above_lowest_ev": 0.894,
  "total_charge": 1,
  "e_lumo_ev": [-4.4861, -5.2867],
  "elements": ["Cl", "C", "C", "C", "H", "C", "N", "C", "C", "C", "H", "C", "C", "Cl", "Cl", "Cl", "Cl", "C", "Cl", "H", "C", "H", "C", "H", "H", "C", "Ge", "C", "C", "H", "V", "H", "C", "C", "Cl", "Cl", "C", "C", "C", "C", "H", "H"],
  "coordinates": [[-0.155675, 2.375257, 1.468491], [4.680771, 0.854730, 0.044218], [-3.008221, -2.591334, 1.227236], [-0.817603, 0.411173, -4.132729], [0.307041, 1.887198, -3.050493], [-1.456002, -0.683956, -1.617104], [-0.916755, -0.849263, 0.697026], [-0.249384, -0.861337, 3.007008], [4.302066, 2.998824, -1.028671], [-2.786657, -2.145123, -0.041702], [-2.023694, -1.173484, -4.919064], [-1.718923, -1.256931, -0.276091], [-2.352183, -2.603896, 3.618667], [4.922682, 4.479660, -1.626283], [-3.215872, 1.547589, -0.119599], [5.694125, -0.312018, 0.770697], [2.589238, -0.894977, 0.497795], [-0.321038, 1.005960, -2.981622], [1.852320, 3.883383, -1.792600], [-3.440561, -2.434352, -0.850105], [-1.929975, -1.260644, -2.782638], [0.570277, -0.192258, 2.778502], [2.942953, 2.714495, -1.109650], [-3.832591, -3.261712, 1.436947], [-3.167052, -3.280750, 3.841349], [-1.507946, -2.173507, 4.599188], [-1.260846, 2.206723, -0.616162], [5.173232, 2.065808, -0.444743], [-0.598493, 0.441119, -1.723633], [-0.583400, 0.827555, -5.102752], [0.609050, 0.585588, -0.003660], [-1.644792, -2.503318, 5.619657], [-2.172208, -2.172326, 2.283283], [-1.623983, -0.710713, -4.026872], [-1.557428, 4.204673, -1.144064], [6.846614, 2.403041, -0.328426], [-1.117214, -1.286696, 1.977826], [2.402897, 1.521218, -0.656087], [3.317447, 0.660562, -0.106472], [-0.445524, -1.297231, 4.286138], [-2.528834, -2.160162, -2.743965], [0.222143, -0.968568, 5.071158]],
  "forces_ev_per_angstrom": [[-0.4, -0.1, -0.6], [-0.1, 0.2, -0.2], [0.0, 0.0, 0.0], [0.0, -0.1, -0.1], [0.0, 0.0, 0.0], [0.1, -0.2, -0.1], [0.1, 0.3, -0.3], [0.0, 0.0, 0.0], [0.1, 0.0, 0.0], [0.0, 0.1, 0.0], [0.0, 0.0, 0.0], [-0.2, 0.0, 0.1], [0.0, 0.0, 0.0], [0.0, 0.0, 0.0], [-0.2, 0.1, 0.1], [0.0, 0.0, 0.0], [0.1, 0.3, 0.0], [0.1, -0.2, -0.1], [0.0, 0.0, 0.0], [0.0, 0.0, 0.0], [0.1, 0.0, 0.0], [0.0, 0.0, 0.0], [-0.2, 0.0, -0.1], [0.0, 0.0, 0.0], [0.0, 0.0, 0.0], [0.0, 0.0, 0.0], [-0.1, -0.7, 1.0], [0.0, 0.0, 0.0], [-0.8, 1.2, -0.3], [0.0, 0.0, 0.0], [0.9, -0.4, 0.5], [0.0, 0.0, 0.0], [0.0, 0.0, 0.0], [0.0, 0.0, 0.0], [0.3, 0.0, -0.4], [0.0, 0.0, 0.0], [0.1, 0.0, 0.0], [-0.1, -0.1, 0.3], [0.1, -0.4, 0.1], [0.0, 0.0, 0.0], [0.0, 0.0, 0.0], [0.0, 0.0, 0.0]]
}